Formula: C49H56F7N7O21
Source: the Open Molecules 2025 dataset
Level of theory: ωB97M-V/def2-TZVPD

Geometry as XYZ:
```
140
C49H56F7N7O21 | the Open Molecules 2025 dataset | ωB97M-V/def2-TZVPD
C -0.38 -0.15 6.61
C -1.03 0.57 5.45
O -0.06 0.23 4.46
C 1.19 0.04 5.05
O 2.23 -0.20 4.48
O 1.01 -0.02 6.36
F -1.02 1.87 5.77
H -0.78 -1.17 6.64
H -0.64 0.22 7.61
H -1.99 0.36 4.98
C 1.83 3.46 3.97
C 1.97 4.97 4.00
O 1.89 5.34 2.62
C 1.81 4.20 1.88
O 1.65 4.23 0.67
O 1.71 3.06 2.66
F 3.08 5.45 4.59
H 0.87 3.16 4.39
H 2.53 2.96 4.64
H 1.06 5.38 4.45
C 1.96 -3.57 4.49
C 2.05 -5.03 3.97
O 1.91 -4.74 2.57
C 1.31 -3.51 2.31
O 1.04 -2.97 1.24
O 1.13 -2.94 3.52
F 0.97 -5.67 4.44
H 2.99 -3.22 4.44
H 1.59 -3.44 5.50
H 2.93 -5.61 4.28
C 3.60 0.17 1.80
C 4.42 1.27 2.32
O 4.53 2.11 1.21
C 4.45 1.27 0.09
O 4.65 1.62 -1.04
O 3.99 -0.02 0.48
F 5.60 0.67 2.67
H 2.52 0.28 1.91
H 3.86 -0.69 2.41
H 3.92 1.58 3.24
C 3.20 -4.58 -0.90
C 4.39 -5.22 -1.60
O 3.79 -6.00 -2.57
C 2.53 -6.05 -2.48
O 1.81 -6.60 -3.35
O 2.23 -5.52 -1.31
F 5.14 -6.00 -0.78
H 2.89 -3.57 -1.14
H 3.31 -4.74 0.17
H 5.02 -4.48 -2.09
C -2.57 4.30 0.30
C -1.52 4.28 -0.87
O -1.03 5.60 -0.88
C -1.65 6.36 -0.01
O -1.47 7.54 0.18
O -2.55 5.63 0.70
F -2.18 4.04 -1.97
H -2.29 3.66 1.14
H -3.57 4.18 -0.11
H -0.81 3.48 -0.70
C -0.92 -0.84 -0.89
C 0.42 -0.20 -1.12
O 0.47 0.85 -0.15
C -0.66 0.83 0.61
O -1.00 1.72 1.37
O -1.33 -0.31 0.38
F 0.64 0.25 -2.36
H -0.86 -1.90 -0.63
H -1.54 -0.77 -1.78
H 1.21 -0.93 -0.95
N -5.28 0.62 -2.09
C -5.11 1.88 -2.67
C -3.98 1.77 -3.49
C -3.60 0.44 -3.56
C -4.37 -0.24 -2.67
H -6.00 0.41 -1.41
H -5.70 2.76 -2.47
H -3.59 2.62 -4.03
H -2.87 0.00 -4.21
H -4.34 -1.26 -2.32
N -1.11 -4.46 -1.72
C -2.23 -4.54 -0.95
C -3.28 -3.87 -1.59
C -2.78 -3.67 -2.89
C -1.45 -3.96 -2.94
H -0.20 -4.82 -1.47
H -2.13 -4.85 0.09
H -4.26 -3.78 -1.15
H -3.44 -3.32 -3.67
H -0.74 -3.89 -3.75
N -1.15 -0.40 -6.24
C -1.28 0.97 -6.42
C -0.19 1.55 -5.91
C 0.57 0.63 -5.24
C -0.01 -0.64 -5.47
H -1.87 -1.07 -6.45
H -2.00 1.40 -7.11
H -0.10 2.61 -6.08
H 1.55 0.77 -4.82
H 0.25 -1.64 -5.17
N -3.81 2.18 3.08
C -4.65 2.53 2.03
C -5.77 3.06 2.55
C -5.58 3.25 3.97
C -4.31 2.73 4.23
H -2.87 1.80 2.99
H -4.41 2.15 1.04
H -6.65 3.32 1.98
H -6.34 3.68 4.61
H -3.80 2.71 5.18
N -2.48 -1.87 2.34
C -3.55 -2.31 1.62
C -4.46 -2.93 2.50
C -3.80 -2.94 3.75
C -2.54 -2.34 3.65
H -1.72 -1.36 1.91
H -3.45 -2.11 0.56
H -5.43 -3.36 2.29
H -4.24 -3.27 4.67
H -1.75 -2.14 4.37
N 1.69 3.22 -2.58
C 2.95 3.74 -2.86
C 2.87 4.47 -4.05
C 1.48 4.39 -4.50
C 0.80 3.78 -3.45
H 1.51 2.64 -1.78
H 3.81 3.53 -2.24
H 3.69 4.85 -4.64
H 1.12 4.88 -5.40
H -0.24 3.53 -3.31
N 4.70 -1.12 -2.82
C 5.69 -1.98 -3.38
C 5.05 -2.88 -4.27
C 3.66 -2.64 -4.14
C 3.48 -1.62 -3.24
H 4.84 -0.34 -2.20
H 6.75 -1.88 -3.19
H 5.47 -3.62 -4.93
H 3.00 -3.12 -4.84
H 2.54 -1.15 -2.97
```

Results
HOMO-LUMO gap in eV: 7.28